101
Properties=species:S:1:pos:R:3:forces:R:3:mulliken_charge:R:1 method="wB97M-V/def2-TZVPD" total_charge=-1 homo_lumo_gap_ev=8.363 e_tot_ha=-4465.7407 homo_energy_ha=-0.235
Ba 0.054 -2.321 -0.176 0.410 0.574 0.469 1.046
O -1.430 -1.457 4.944 0.014 -0.027 0.010 -0.555
C -0.979 -1.266 3.625 0.015 -0.047 0.056 0.888
O -2.309 -3.314 3.289 -0.012 -0.047 0.042 -0.757
C 0.538 -1.054 3.645 0.058 0.063 -0.058 0.264
C 1.088 -0.344 4.715 0.010 0.035 0.040 -1.381
C 2.416 0.023 4.667 -0.030 -0.023 -0.013 -1.020
C 3.166 -0.314 3.546 0.006 0.017 -0.013 -0.411
C 2.543 -1.044 2.552 0.012 -0.120 0.038 0.198
N 1.263 -1.427 2.597 -0.141 0.067 -0.009 1.282
C 3.285 -1.486 1.330 0.014 0.012 -0.022 -0.300
O 4.447 -0.835 1.153 -0.001 0.042 0.106 -0.538
O 2.906 -2.347 0.585 -0.144 -0.083 -0.038 -0.352
H -2.204 -0.880 4.988 0.019 0.000 0.000 0.399
H 0.456 -0.092 5.553 -0.008 0.003 -0.010 0.564
H 2.864 0.576 5.482 0.004 0.008 -0.005 0.426
H 4.200 -0.023 3.438 0.002 -0.007 0.007 0.591
H 4.810 -1.157 0.315 0.018 -0.044 -0.087 0.387
C -0.293 -4.019 4.643 -0.048 0.021 -0.028 -1.861
C -0.976 -3.758 3.320 -0.013 -0.018 0.021 1.651
N -1.242 -2.466 2.757 0.158 0.088 -0.018 0.719
N -1.588 -0.041 3.212 0.009 0.094 -0.029 -0.755
C -1.395 0.454 2.013 -0.043 -0.164 0.155 -0.614
O -0.920 -0.107 0.998 -0.114 -0.216 -0.264 0.013
C -1.691 1.933 1.878 -0.101 0.001 -0.066 0.249
C -1.895 2.469 0.611 -0.024 0.056 -0.007 -0.288
C -2.025 3.839 0.438 -0.073 -0.050 -0.022 -0.518
C -1.939 4.689 1.534 -0.151 -0.069 0.105 -0.635
C -1.737 4.160 2.804 -0.014 0.000 -0.013 -0.620
C -1.620 2.785 2.974 -0.026 0.009 -0.018 -0.674
C -0.627 -4.837 2.332 -0.053 -0.003 -0.025 -0.524
C -1.557 -5.789 1.956 -0.028 0.071 0.000 -0.487
C -1.133 -6.835 1.150 -0.001 -0.018 -0.012 -0.506
C 0.189 -6.878 0.752 -0.013 -0.010 0.005 -0.540
C 1.035 -5.853 1.149 -0.031 0.043 -0.016 -0.113
N 0.648 -4.853 1.939 0.002 0.014 -0.095 -0.020
H -0.651 -3.372 5.432 0.001 0.026 0.004 0.473
H 0.782 -3.897 4.504 0.005 -0.011 0.005 0.292
H -0.472 -5.062 4.910 0.010 0.003 0.010 0.521
H -1.926 1.794 -0.234 0.006 -0.002 -0.008 0.657
H -2.185 4.249 -0.552 0.010 -0.010 -0.013 0.396
H -2.044 5.760 1.398 -0.044 0.014 0.016 0.608
H -1.678 4.817 3.664 0.011 0.003 -0.007 0.392
H -1.458 2.351 3.952 0.000 0.002 0.003 0.423
H -2.586 -5.691 2.275 0.004 -0.006 0.008 0.441
H -1.833 -7.590 0.817 0.009 -0.004 -0.004 0.404
H 0.551 -7.653 0.093 0.007 0.003 0.003 0.373
H 2.060 -5.814 0.798 -0.001 -0.005 -0.011 0.307
Cl 2.918 -1.527 -4.850 0.002 -0.017 0.017 -0.207
C 3.011 -2.885 -3.717 -0.119 -0.081 0.064 0.280
Cl 4.705 -3.180 -3.237 0.040 -0.005 0.010 -0.233
C 2.176 -2.667 -2.430 0.312 0.461 -0.229 0.179
O 1.912 -1.503 -2.096 -0.159 -0.126 0.030 -0.335
O 1.858 -3.718 -1.832 -0.024 -0.155 0.115 -0.507
H 2.665 -3.773 -4.236 0.018 -0.004 0.015 0.190
F -1.879 -4.922 -3.722 0.003 -0.038 -0.049 -0.455
Te -0.319 -5.133 -2.652 -1.185 0.143 -0.498 2.077
F 1.087 -6.094 -1.866 0.219 0.045 -0.041 -0.455
F -1.099 -6.848 -2.573 0.182 -0.177 0.033 -0.431
F -0.146 -3.340 -3.318 0.360 -0.058 -0.087 -0.487
F 0.594 -5.540 -4.220 0.039 -0.103 -0.058 -0.410
O -1.010 -4.473 -1.142 -0.030 -0.222 0.304 -0.856
N -4.112 -0.852 -6.608 0.012 0.002 0.000 -0.375
C -3.785 0.128 -5.720 -0.207 -0.032 0.058 0.028
O -4.009 1.303 -5.932 0.096 0.019 -0.021 -0.626
C -3.166 -0.356 -4.441 0.042 -0.031 -0.010 0.865
C -2.236 0.448 -3.801 0.147 0.044 -0.057 -0.894
C -1.620 -0.036 -2.659 -0.298 0.029 0.037 -0.126
N -1.940 -1.208 -2.116 0.322 -0.174 0.223 0.515
C -2.846 -1.973 -2.718 0.037 0.078 0.024 -0.741
C -3.480 -1.589 -3.888 -0.015 -0.024 -0.050 -0.804
H -4.451 -0.562 -7.508 0.012 0.006 -0.005 0.222
H -3.738 -1.780 -6.509 0.030 -0.001 -0.012 0.210
H -1.983 1.415 -4.214 0.017 -0.004 0.007 0.508
H -0.856 0.537 -2.142 0.011 0.024 -0.028 0.367
H -3.049 -2.932 -2.258 0.009 -0.010 -0.022 0.418
H -4.207 -2.247 -4.343 0.001 -0.009 0.011 0.500
N 0.747 5.748 0.240 0.171 -0.053 0.032 0.231
C 0.816 7.046 -0.208 0.081 -0.032 -0.120 0.906
C 0.207 8.224 0.207 -0.014 0.025 0.028 -0.928
C 0.521 9.371 -0.498 -0.015 -0.027 0.022 -0.481
C 1.413 9.343 -1.580 0.025 0.002 -0.028 -0.469
C 2.012 8.168 -1.991 -0.001 0.006 -0.005 -0.705
C 1.705 6.999 -1.297 -0.083 0.046 0.057 0.367
N 2.141 5.705 -1.502 0.093 -0.055 -0.025 -0.773
C 1.554 4.996 -0.576 -0.033 0.173 -0.038 0.101
C 1.677 3.545 -0.400 0.034 -0.028 -0.003 0.743
C 1.361 2.938 0.808 0.026 0.019 0.078 -1.271
C 1.382 1.558 0.883 -0.092 0.124 -0.169 -0.282
N 1.668 0.773 -0.151 0.280 -0.098 0.256 0.777
C 2.039 1.360 -1.291 -0.099 -0.040 -0.049 -0.824
C 2.066 2.736 -1.461 -0.111 0.022 -0.019 -1.263
H 0.116 5.374 0.931 -0.002 -0.007 -0.013 -0.151
H -0.481 8.246 1.043 0.004 0.009 0.004 0.389
H 0.070 10.311 -0.209 -0.004 0.002 0.003 0.380
H 1.631 10.265 -2.103 0.000 0.000 0.000 0.370
H 2.697 8.140 -2.828 0.000 0.008 0.000 0.437
H 1.068 3.512 1.679 0.013 0.003 0.002 0.757
H 1.086 1.066 1.800 0.096 0.020 0.006 0.670
H 2.274 0.680 -2.104 0.041 0.031 0.017 0.561
H 2.330 3.181 -2.410 0.015 -0.017 -0.007 0.544